No. 1
C32H33Br6F3Li2N5O4 | ωB97M-V/def2-TZVPD

Results
Frontier orbital gap   0.3421 Ha
Maximum force   3.5 eV Å⁻¹
Net charge   +1
HOMO   -11.771 eV

Element x y z (Å)
Li: -0.8401 -0.4806 2.1309
Li: 1.5287 1.9135 3.6583
C: 1.1177 0.8019 0.7366
O: -0.0538 0.1983 0.1489
O: 0.7561 0.9574 2.0347
C: 2.3937 0.0099 0.3817
F: 2.7535 0.0053 -0.8886
F: 3.3955 0.5899 1.1063
F: 2.3095 -1.2723 0.8060
C: -0.2263 0.4050 -1.2267
C: -1.7100 0.0655 -1.5780
H: -2.0619 -0.6653 -0.8408
H: -2.3618 0.9307 -1.4760
H: -1.7612 -0.3801 -2.5697
H: 0.3655 -0.1086 -1.9782
H: -0.2747 1.4518 -1.5357
H: 1.2454 1.7962 0.2826
C: -0.0583 1.6532 -5.1657
Br: 0.4356 2.6065 -6.8059
Br: -0.8033 2.9766 -3.9090
Br: 1.4217 0.6122 -4.5020
H: -0.8517 0.9874 -5.4729
C: -5.0692 -2.1231 -2.0280
Br: -4.9170 -1.0425 -3.6719
Br: -5.5113 -3.9683 -2.4787
Br: -6.3017 -1.3718 -0.7384
H: -4.0741 -2.1411 -1.6063
C: 5.4392 -1.6754 -3.9145
C: 5.9747 -2.9408 -3.8539
C: 5.1535 -3.9778 -3.4073
C: 3.9233 -3.7124 -2.8577
C: 3.4675 -2.3899 -2.7853
C: 4.1770 -1.3703 -3.3751
N: 3.0442 -4.7970 -2.4236
O: 3.4854 -5.9125 -2.3119
O: 1.8923 -4.4899 -2.1805
H: 6.0792 -0.9200 -4.3571
H: 6.9412 -3.2014 -4.2590
H: 5.3745 -5.0355 -3.5150
H: 2.5265 -2.1662 -2.2998
H: 3.9019 -0.3267 -3.3506
N: 2.6241 0.5952 4.9229
C: 3.1889 -0.4341 4.2660
C: 4.0005 -1.4077 4.8078
C: 4.2851 -1.2601 6.1629
C: 3.7312 -0.2548 6.9336
C: 2.9571 0.6618 6.2231
H: 2.9523 -0.5457 3.2113
H: 4.4193 -2.1941 4.2025
H: 5.0203 -1.9298 6.6012
H: 3.8917 -0.1962 7.9968
H: 2.4156 1.3871 6.8244
N: -2.8081 0.4236 1.8968
C: -4.1078 0.1336 2.0719
C: -5.1500 0.9657 1.7259
C: -4.8545 2.2481 1.3086
C: -3.5347 2.6371 1.1311
C: -2.5773 1.6587 1.4129
H: -4.3467 -0.8643 2.4209
H: -6.1779 0.6383 1.6857
H: -5.6980 2.8657 1.0190
H: -3.2225 3.5886 0.7292
H: -1.5394 1.9072 1.2171
N: -0.7295 5.0781 0.4710
C: -1.0774 6.2693 0.9734
C: -1.8828 7.1732 0.2927
C: -2.3294 6.8378 -0.9747
C: -1.9334 5.6233 -1.5198
C: -1.0795 4.8000 -0.7829
H: -0.6346 6.5097 1.9301
H: -2.2379 8.0614 0.7970
H: -3.0878 7.4486 -1.4461
H: -2.2619 5.3707 -2.5196
H: -0.8140 3.8400 -1.2061
N: -1.1225 -2.3585 1.4825
C: -2.3459 -2.8009 1.7946
C: -3.0111 -3.7175 1.0067
C: -2.3528 -4.3321 -0.0532
C: -0.9933 -4.0487 -0.1708
C: -0.4311 -3.0174 0.5361
H: -2.7625 -2.4191 2.7176
H: -4.0143 -4.0702 1.2179
H: -2.7654 -5.1025 -0.6875
H: -0.3881 -4.6140 -0.8709
H: 0.5591 -2.6466 0.3182

Here are the Löwdin charges for atoms 1 to 5, given in e:
1. Li 0.644
2. Li 0.767
3. C -0.448
4. O -0.153
5. O -0.313

No. 2
C32H33CdN8O2Se2 | ωB97M-V/def2-TZVPD

Results
Frontier orbital gap   0.2831 Ha
Maximum force   0.9 eV Å⁻¹
Net charge   +1
Relative energy (zero: lowest compared OMol25 entry of this formula, charge and spin)   0.0 kJ/mol
HOMO   -10.939 eV

Element x y z (Å)
Cd: -0.1157 -0.3027 0.0243
Se: 2.9677 5.5704 -4.1924
N: 1.3779 5.2995 -3.4909
C: 1.4194 4.1599 -2.8470
C: 0.2912 3.5833 -2.1461
C: -0.9677 4.1905 -2.1187
C: -1.9984 3.5675 -1.4540
C: -1.7494 2.3524 -0.8242
N: -0.5580 1.7736 -0.8348
C: 0.4611 2.3599 -1.4868
C: 1.7554 1.6638 -1.5131
N: 1.8529 0.4869 -0.8727
C: 2.9849 -0.1982 -0.9252
C: 4.1079 0.2615 -1.6062
C: 4.0383 1.4752 -2.2515
C: 2.8447 2.2002 -2.2128
C: 2.6828 3.4726 -2.8835
N: 3.6336 4.0714 -3.5566
H: -1.1044 5.1347 -2.6286
H: -2.9867 4.0025 -1.4206
H: -2.5356 1.8228 -0.3004
H: 2.9815 -1.1586 -0.4220
H: 5.0085 -0.3352 -1.6301
H: 4.8786 1.8790 -2.8004
C: -2.8062 -5.5128 3.2377
C: -2.6211 -4.3006 4.1511
C: -1.1768 -3.8018 4.2173
C: -0.7094 -3.2876 2.8588
N: 0.6571 -2.7976 2.8816
C: 1.0529 -1.5211 2.7517
Se: -0.0858 -0.0438 2.6065
N: 2.4019 -1.4809 2.7594
C: 3.2402 -0.2922 2.6953
C: 3.9916 -0.0443 4.0057
C: 3.0837 0.2302 5.2053
C: 2.4099 1.5996 5.1526
C: 2.8855 -2.7812 2.8280
C: 4.1759 -3.2925 2.7987
C: 4.3075 -4.6684 2.8429
C: 3.1904 -5.5065 2.9074
C: 1.9053 -4.9972 2.9382
C: 1.7741 -3.6171 2.9027
H: -3.8195 -5.9036 3.3267
H: -2.1141 -6.3128 3.5103
H: -2.6433 -5.2610 2.1879
H: -2.9401 -4.5677 5.1595
H: -3.2667 -3.4853 3.8130
H: -0.5244 -4.6136 4.5499
H: -1.1011 -2.9936 4.9483
H: -1.3556 -2.4739 2.5344
H: -0.7550 -4.0838 2.1144
H: 2.5977 0.5526 2.4564
H: 3.9521 -0.4271 1.8780
H: 4.6520 0.8126 3.8537
H: 4.6233 -0.9086 4.2220
H: 3.6941 0.1704 6.1078
H: 2.3237 -0.5536 5.2831
H: 3.1531 2.3892 5.0243
H: 1.8706 1.7942 6.0795
H: 1.6915 1.6644 4.3352
H: 5.0405 -2.6460 2.7348
H: 5.2960 -5.1065 2.8233
H: 3.3352 -6.5781 2.9279
H: 1.0424 -5.6486 2.9730
C: -3.7644 -3.6418 -2.5532
N: -2.4786 -3.4387 -1.8995
C: -1.5616 -4.4333 -1.7700
C: -0.3530 -4.2523 -1.1947
C: -0.0312 -2.9348 -0.7121
O: 1.0485 -2.5945 -0.1813
N: -0.9956 -1.9819 -0.8232
C: -2.2039 -2.1525 -1.4231
O: -3.0180 -1.2497 -1.5393
H: -3.8845 -4.6941 -2.7952
H: -3.8215 -3.0464 -3.4633
H: -4.5676 -3.3190 -1.8943
H: -1.8594 -5.3965 -2.1633
H: 0.3670 -5.0502 -1.1048

Here are the Löwdin charges for atoms 1 to 5, given in e:
1. Cd 1.233
2. Se 1.179
3. N -0.226
4. C -0.335
5. C -0.078

No. 3
C32H33Cl2F4N8O2V | ωB97M-V/def2-TZVPD

Results
Frontier orbital gap (spin up / spin down)   0.2257 / 0.2212 Ha
Maximum force   1.9 eV Å⁻¹
Net charge   -1
Relative energy (zero: lowest compared OMol25 entry of this formula, charge and spin)   199.7 kJ/mol
HOMO (spin up / spin down)   -3.892 / -3.894 eV
Multiplicity   4

Element x y z (Å)
V: 1.4539 -0.1426 0.8724
Cl: 2.7639 6.5857 0.5275
C: 2.2765 5.0197 1.1076
C: 2.6993 3.8926 0.4110
C: 2.3068 2.6322 0.8409
N: 2.6236 1.3966 0.2800
C: 3.5833 1.2098 -0.6325
O: 4.2926 2.0343 -1.2145
C: 3.7434 -0.2633 -0.8774
C: 4.6866 -0.7521 -1.7617
C: 4.8178 -2.1154 -1.9398
C: 4.0074 -2.9525 -1.1852
C: 3.1056 -2.3946 -0.3063
N: 2.9395 -1.0684 -0.1447
C: 1.4889 2.5013 1.9973
C: 1.1021 3.6348 2.6972
C: 1.4892 4.8919 2.2411
Cl: 0.9705 6.2887 3.1378
N: 1.2065 1.1617 2.2990
C: 0.7160 0.7544 3.4879
O: 0.3976 1.4322 4.4608
C: 0.6163 -0.7413 3.5112
C: 0.2283 -1.4046 4.6613
C: 0.1065 -2.7809 4.6468
C: 0.3629 -3.4413 3.4504
C: 0.7424 -2.7105 2.3472
N: 0.9061 -1.3738 2.3512
H: 3.3368 3.9943 -0.4534
H: 5.2905 -0.0320 -2.3001
H: 5.5316 -2.5243 -2.6431
H: 4.0592 -4.0285 -1.2834
H: 2.4792 -3.0383 0.2886
H: 0.5116 3.5462 3.5937
H: 0.0150 -0.8002 5.5340
H: -0.2017 -3.3264 5.5304
H: 0.2465 -4.5137 3.3649
H: 0.8715 -3.2187 1.4016
C: -3.2057 2.2476 2.1876
N: -2.9523 1.0154 1.4656
C: -3.7203 0.9835 0.2336
C: -3.2772 -0.1177 2.3167
C: -3.0888 -1.5130 1.6902
N: -1.8887 -1.6127 0.8830
C: -1.7964 -2.5026 -0.0674
C: -0.6077 -2.5248 -0.8850
F: 0.3772 -1.5968 -0.6416
C: -0.3638 -3.4045 -1.9001
F: 0.7961 -3.2943 -2.5858
C: -1.2644 -4.3980 -2.2459
C: -2.4149 -4.4394 -1.4755
F: -3.3177 -5.4031 -1.7420
C: -2.6864 -3.5659 -0.4542
F: -3.8401 -3.7632 0.2329
H: -4.2791 2.3877 2.4132
H: -2.8642 3.1040 1.6016
H: -2.6571 2.2398 3.1316
H: -4.8067 0.9042 0.4234
H: -3.3933 0.1461 -0.3833
H: -3.5456 1.9092 -0.3141
H: -4.3329 -0.0406 2.6398
H: -2.6601 -0.0387 3.2133
H: -3.9997 -1.7803 1.1485
H: -3.0229 -2.2110 2.5379
H: -1.0869 -5.0923 -3.0536
C: 0.7312 1.9417 -4.1088
C: -0.5371 1.2765 -3.5553
C: -1.0905 0.2915 -4.5830
C: -1.5828 2.3425 -3.2605
N: -0.2642 0.4759 -2.3527
N: 0.2306 1.1750 -1.2265
H: 0.5320 2.3799 -5.0909
H: 1.5333 1.2053 -4.2184
H: 1.0888 2.7413 -3.4536
H: -1.4382 0.8177 -5.4753
H: -1.9217 -0.2655 -4.1456
H: -0.3199 -0.4270 -4.8836
H: -1.8166 2.8911 -4.1760
H: -1.2252 3.0600 -2.5181
H: -2.4963 1.8787 -2.8890
H: 0.4198 -0.2317 -2.5876
H: -0.5491 1.5043 -0.6690
H: 0.8314 1.9516 -1.4762

Here are the Löwdin charges for atoms 1 to 5, given in e:
1. V 0.899
2. Cl 0.628
3. C -0.689
4. C -0.041
5. C -0.202

No. 4
C32H33F4IN3O4OsPS | ωB97M-V/def2-TZVPD

Results
Frontier orbital gap (spin up / spin down)   0.3020 / 0.2276 Ha
Maximum force   0.8 eV Å⁻¹
Net charge   +2
Relative energy (zero: lowest compared OMol25 entry of this formula, charge and spin)   0.0 kJ/mol
HOMO (spin up / spin down)   -14.325 / -14.384 eV
Multiplicity   5

Element x y z (Å)
Os: -0.8404 -0.5380 0.9038
C: -3.6447 -1.4409 2.6837
C: -2.5181 -0.8000 3.4724
N: -1.1312 -1.1170 2.9561
C: -0.1178 -0.4783 3.8818
C: 0.0581 1.0197 3.7669
C: -0.9299 -2.5975 3.0196
C: 0.1486 -3.0226 2.0539
N: -0.1700 -2.4035 0.7653
C: 0.2649 -3.0047 -0.4084
C: -0.5395 -2.9063 -1.5489
F: -1.7189 -2.2918 -1.4375
C: -0.1823 -3.5201 -2.7397
F: -0.9996 -3.4286 -3.7791
C: 0.9931 -4.2389 -2.8364
C: 1.7930 -4.3557 -1.7139
F: 2.9312 -5.0340 -1.7755
C: 1.4402 -3.7651 -0.5119
F: 2.2596 -3.8837 0.5396
H: -4.5556 -0.8650 2.8421
H: -3.8396 -2.4664 2.9920
H: -3.4701 -1.4459 1.6046
H: -2.5260 -1.1452 4.5104
H: -2.5972 0.2839 3.4822
H: 0.8247 -0.9942 3.7063
H: -0.4509 -0.7464 4.8883
H: 0.4516 1.3231 2.7972
H: 0.7872 1.3087 4.5262
H: -0.8530 1.5752 3.9651
H: -1.8689 -3.0773 2.7578
H: -0.6752 -2.8702 4.0476
H: 0.1512 -4.1110 1.9619
H: 1.1483 -2.7123 2.3745
H: 1.2762 -4.7159 -3.7635
O: -1.7379 1.1885 1.4584
S: -3.0179 1.2796 0.5657
O: -4.1915 1.4878 1.3318
O: -2.9211 0.0515 -0.2525
C: -2.5988 2.6002 -0.4788
C: -3.4354 3.6906 -0.6082
C: -3.0630 4.7131 -1.4777
C: -1.8789 4.6150 -2.1836
C: -1.0490 3.5071 -2.0336
C: -1.3932 2.4789 -1.1679
P: -0.2562 1.0335 -1.1063
C: -0.3552 0.4841 -2.8295
C: -1.5788 -0.0358 -3.2623
C: -1.7693 -0.3370 -4.5982
C: -0.7521 -0.1204 -5.5176
C: 0.4533 0.4237 -5.0985
C: 0.6497 0.7372 -3.7620
C: 1.3467 1.8051 -0.7948
C: 2.5372 1.2224 -1.2265
C: 3.7537 1.7958 -0.8996
C: 3.7970 2.9386 -0.1097
C: 2.6184 3.5037 0.3546
C: 1.3976 2.9427 0.0112
H: -4.3578 3.7297 -0.0468
H: -3.7027 5.5744 -1.6021
H: -1.5936 5.4036 -2.8656
H: -0.1330 3.4539 -2.6076
H: -2.3938 -0.1836 -2.5681
H: -2.7197 -0.7366 -4.9223
H: -0.9061 -0.3549 -6.5607
H: 1.2396 0.6245 -5.8120
H: 1.5789 1.2089 -3.4753
H: 2.5244 0.3174 -1.8202
H: 4.6698 1.3533 -1.2664
H: 4.7481 3.3923 0.1340
H: 2.6438 4.3923 0.9698
H: 0.4865 3.4035 0.3692
N: 3.6123 -1.2296 0.5812
C: 2.8340 -0.5163 1.3914
O: 1.6309 -0.3269 1.1485
C: 3.4900 0.0877 2.5985
I: 3.7842 -1.3903 4.1040
H: 3.2112 -1.6728 -0.2289
H: 4.5745 -1.4222 0.8098
H: 2.8508 0.8645 3.0046
H: 4.4737 0.4873 2.3663

Here are the Löwdin charges for atoms 1 to 5, given in e:
1. Os 1.665
2. C -0.065
3. C -0.203
4. N -0.287
5. C -0.216